A cluster of 9 separate species, C36H72O9 in total in a non-equilibrium geometry. Source: the Open Molecules 2025 dataset; level of theory: the ωB97M-V functional and the def2-TZVPD basis.

Geometry as XYZ:
```
117
Properties=species:S:1:pos:R:3:forces:R:3
O -2.328537 2.557180 2.709672 -0.899 0.104 0.265
O 1.590690 -3.310023 -5.220994 0.838 1.289 0.228
O -2.571061 -0.239283 5.595242 0.265 1.158 0.556
O 2.252545 2.503318 1.104759 0.276 0.034 0.370
O 2.050900 -2.626994 -1.689817 -1.670 0.619 0.102
O 1.989214 4.403537 -2.145952 -0.233 0.737 -0.522
O -4.147332 1.135961 -4.523244 -0.370 0.039 0.342
O 1.217292 -4.531395 4.624240 -0.928 0.832 1.927
O -0.045498 -0.585336 0.351467 0.566 -0.428 -0.147
C -1.354663 -1.079324 0.280604 -0.820 -0.082 -1.397
C -3.358024 0.270727 -6.597746 -1.362 -0.034 -0.272
C 0.860932 -4.436623 -5.583630 -1.062 -0.013 -0.458
C 4.063269 1.047778 1.152867 -0.646 1.006 1.877
C 4.613954 2.497841 1.069644 0.544 -1.510 -0.974
C -2.785713 -1.059236 6.753282 0.768 2.554 0.256
C 0.733799 -2.299480 -4.682507 -0.700 -0.636 0.160
C -2.955560 0.767092 -5.175921 0.634 0.017 -1.970
C 1.998790 -3.142344 -0.370199 1.527 0.955 0.581
C -1.062739 1.944282 2.946762 -0.077 0.030 -0.343
C 3.365337 3.350689 1.241148 0.746 1.199 2.113
C -5.279967 0.974094 -5.393757 0.256 0.951 -0.848
C -0.244518 -4.526070 -4.520748 -0.479 -1.702 1.117
C -1.177077 0.798140 -1.195078 -1.309 0.977 -2.131
C -2.221138 3.966314 2.772834 -0.618 0.437 0.406
C 1.447231 -4.083579 3.343201 0.520 -1.119 -1.039
C 0.348221 -3.106697 3.031239 -1.074 -0.479 0.473
C 3.473895 -3.485565 -0.006921 -1.032 -2.558 -0.494
C 1.861824 3.002788 -2.278809 0.456 -0.500 -0.104
C 1.300503 2.718274 -3.678879 0.147 -1.126 0.068
C -0.467025 -3.083689 -4.049716 0.989 0.371 -1.753
C -2.817898 -0.125045 8.025170 1.141 -0.121 -0.144
C -0.096458 3.085487 3.272157 -1.640 0.733 -1.115
C -4.880203 -0.112516 -6.394144 0.960 0.572 0.562
C -2.704013 1.317358 7.476525 -2.313 -0.419 -1.112
C 0.193050 0.336706 -0.732994 -0.554 -0.409 0.753
C 2.692867 1.377146 1.832436 0.964 -0.806 -0.321
C 3.278589 -2.835404 -2.234876 2.713 1.911 -2.253
C 0.819190 4.072564 -4.164249 -0.514 0.743 -0.561
C -0.796271 4.265360 2.456182 1.057 0.154 2.257
C 0.975947 -3.274897 5.331267 1.736 -0.039 -1.146
C -2.168355 0.148809 -0.216250 -0.301 -0.429 -0.412
C 0.874668 4.941452 -2.883342 0.359 -0.374 -0.632
C 4.285745 -2.885529 -1.137587 0.784 0.298 1.578
C -3.006873 1.106127 5.908850 0.414 -0.812 1.675
C 0.148976 -2.357631 4.376354 -1.893 -2.379 1.099
H -0.547603 -3.675326 2.715348 0.307 0.464 0.206
H 3.379701 4.103029 0.467562 -0.551 0.561 0.186
H -0.378833 -3.003501 -3.009944 -0.116 0.022 1.570
H 2.777504 1.547335 2.938460 0.114 0.238 -0.793
H -3.718458 -1.509346 6.656070 -1.716 -1.096 -0.122
H 5.507906 2.609264 1.683394 -0.528 0.483 0.581
H 4.655658 -1.899316 -0.746251 -0.391 -0.567 -0.879
H 0.625427 -3.470294 6.320137 -0.529 -0.176 0.489
H 1.143797 2.679332 -1.521210 0.256 -0.298 0.067
H 3.593524 -1.982237 -2.910861 -0.841 -0.579 0.472
H -0.079208 3.239938 4.343999 0.401 0.297 0.107
H 4.660554 0.367066 1.749725 0.206 0.012 0.167
H 0.584259 1.882143 -3.562668 -0.158 0.682 -0.371
H 0.816722 2.949793 2.762120 1.396 -0.369 0.282
H -2.467870 -0.050380 -4.661895 0.056 -0.241 0.467
H -0.056239 4.853827 -2.300583 0.184 -0.042 -0.051
H 0.355516 -1.627801 -5.483681 0.420 -0.223 0.334
H 0.385933 -4.317408 -6.593688 0.374 -0.025 0.507
H 3.560860 -4.639451 0.048006 0.110 1.842 0.015
H 0.776439 1.064512 -0.208701 0.395 0.923 -0.376
H -1.417728 -1.945835 -0.467726 -0.032 0.926 0.904
H -2.376679 0.830444 0.616355 -0.065 -0.239 -0.095
H -1.160224 -5.101318 -4.819679 0.686 0.839 -0.165
H -0.524757 4.083268 1.433377 -0.163 0.134 -0.670
H -1.372061 -2.611667 -4.381935 -0.682 -0.077 -0.113
H 1.987857 0.615975 1.677941 -1.127 -1.181 -0.100
H 3.912706 0.595937 0.199960 -0.298 -0.221 -0.792
H -6.173954 0.699995 -4.824097 0.329 0.214 0.135
H -3.118680 -0.097981 -0.745308 0.633 0.064 0.604
H -2.892456 4.401265 2.065451 -0.620 0.067 -0.788
H 0.653559 -2.459662 2.256550 0.046 0.892 -0.993
H -0.815644 1.394178 2.032151 0.385 0.129 0.041
H 0.529251 -1.390414 4.364059 0.883 1.705 -0.119
H -0.189767 4.097494 -4.633041 0.608 -0.153 0.352
H 1.543181 4.451754 -4.932236 -0.643 -0.130 0.745
H 0.741399 -0.089830 -1.558023 0.456 -0.527 -0.103
H -1.198799 1.195360 3.722731 0.212 -0.008 0.290
H 2.432625 -3.612271 3.267345 0.221 0.231 0.021
H -3.458223 2.016384 7.911783 0.274 -0.681 -0.314
H 2.066614 2.340299 -4.359959 0.056 0.005 0.169
H 3.347886 3.745697 2.333778 -0.012 0.036 -1.761
H -3.772408 -0.295526 8.519825 0.189 0.058 0.294
H -1.473306 0.519338 -2.304499 0.932 0.142 2.098
H -0.930126 -2.233403 4.751604 1.436 -0.464 -0.902
H -1.777033 1.764427 7.760616 0.943 0.136 -0.549
H 1.391317 -3.997771 -0.383119 -0.944 -1.305 0.197
H -1.651414 -1.405941 1.270667 -0.027 -0.195 0.100
H 1.582872 -5.255304 -5.631066 -0.355 -0.132 0.095
H -4.076410 1.137007 5.662971 0.096 0.409 0.360
H -2.184824 1.577101 -5.296930 -0.937 -0.268 0.492
H 3.752806 -3.050185 0.910202 0.279 0.184 1.319
H -1.268191 1.912314 -1.216539 0.089 -0.767 0.262
H -2.009767 -1.770426 6.710337 0.867 -1.012 0.382
H 1.483997 -5.001197 2.747548 -0.137 0.344 -0.440
H 1.041605 5.986913 -3.151661 0.177 -0.068 0.436
H 0.096536 -5.118066 -3.628183 0.087 0.511 -0.804
H -5.007468 -1.029005 -5.811999 0.228 -0.338 -0.542
H 4.984065 2.668870 0.076683 0.265 0.043 -0.676
H 5.156655 -3.495145 -1.367502 0.058 0.068 -0.149
H 2.847980 2.493511 -2.172547 -0.656 0.560 0.424
H -3.353752 1.069269 -7.378767 0.261 -0.400 0.725
H -5.463068 -0.128711 -7.328344 0.209 -0.013 0.467
H -5.437037 1.958296 -5.905855 -0.177 -0.677 0.294
H 1.581763 -2.399192 0.320536 -0.038 -0.034 -0.446
H -2.755049 -0.563431 -6.969983 -0.031 0.160 0.183
H 2.013376 -2.870410 5.393627 -0.619 0.266 0.380
H -0.511003 5.307981 2.760760 -0.011 -1.032 -0.254
H -2.465898 1.828011 5.328199 0.180 0.122 -0.574
H 1.260926 -1.745206 -3.886939 0.001 -0.149 -0.672
H -1.949033 -0.277490 8.732144 -1.137 -0.268 -0.685
H 3.402479 -3.689839 -2.882987 -0.572 -0.823 -0.105
H -2.570788 4.420594 3.747844 0.642 -0.737 -0.434
```
Forces are in eV/Å.

Values from the calculation:
LUMO: 0.720 eV
Structure (SMILES): C1CCOC1.C1CCOC1.C1CCOC1.C1CCOC1.C1CCOC1.C1CCOC1.C1CCOC1.C1CCOC1.C1CCOC1
E: -2091.79952 a.u.
HOMO-LUMO gap: 9.94 eV
Multiplicity: 1
Molar mass: 648.96 Da
ΔE to the lowest compared entry with this formula, charge and spin: 64.6 kcal per mole